{"formula": "C5H20Li5O7", "method": "wB97M-V/def2-TZVPD", "e_tot_ha": -766.2847, "gap_ev": [4.72, 7.01], "lumo_ev": [-7.55, -7.95], "homo_ev": [-12.266, -14.956], "s2": 0.75, "largest_force_ev_per_a": 2.9, "charge": 2, "spin_multiplicity": 2, "symbols": ["Li", "Li", "Li", "Li", "Li", "O", "C", "C", "O", "H", "H", "H", "H", "O", "H", "H", "O", "H", "H", "O", "H", "H", "O", "H", "H", "C", "C", "C", "O", "H", "H", "H", "H", "H", "H", "H", "H"], "xyz": [[18.463, 4.973, -0.950], [17.203, 2.138, 3.298], [16.657, 4.733, 1.492], [17.759, 2.033, 0.430], [18.676, 1.974, 5.862], [18.533, 4.124, 0.899], [19.659, 4.273, 1.784], [19.440, 3.909, 3.330], [19.114, 2.677, 3.919], [20.143, 5.236, 1.623], [20.351, 3.523, 1.401], [18.656, 4.610, 3.614], [20.279, 4.230, 3.947], [20.127, 0.016, 2.825], [19.782, 0.909, 2.846], [20.146, -0.211, 1.895], [22.208, 2.980, 5.288], [22.195, 3.745, 5.863], [21.391, 3.038, 4.792], [22.986, 5.000, 3.410], [22.121, 5.397, 3.505], [22.983, 4.265, 4.022], [21.094, 6.849, 4.815], [20.604, 7.479, 4.286], [20.421, 6.301, 5.220], [17.252, 7.463, 4.337], [17.121, 7.045, 5.760], [15.666, 6.891, 6.018], [17.769, 5.862, 6.058], [17.711, 8.451, 4.365], [16.237, 7.557, 3.952], [17.808, 6.876, 3.605], [17.643, 7.792, 6.358], [15.241, 7.845, 5.703], [15.452, 6.588, 7.043], [15.210, 6.055, 5.489], [17.479, 5.143, 5.491]]}